14
Properties=species:S:1:pos:R:3:forces:R:3 method="wB97M-V/def2-TZVPD" total_energy_ha=-2216.92483 s2=3.754 spin_multiplicity=4
Ni 0.560431 -2.389125 -2.533836 0.2 -0.4 1.3
H 1.387271 0.698285 1.682234 0.2 0.3 0.4
C 0.369981 0.309815 1.730264 1.3 2.4 2.1
H -0.273099 1.176855 1.881264 -0.2 -0.1 -0.2
H -0.298359 1.730535 -1.817316 0.3 0.1 0.2
H -1.840869 1.460175 -1.134596 -0.1 -0.6 0.1
H 0.322111 -0.247965 2.665514 -0.2 -0.5 -0.4
Cl 1.507611 -3.545445 -0.666276 -0.6 0.7 -0.9
H 0.400241 -1.373115 0.586634 0.0 -0.3 -0.1
O -0.510219 -0.861135 -1.406046 -0.6 -4.6 -5.7
C -0.778799 1.394515 -0.898426 0.0 0.3 0.4
N 0.130231 -0.399945 0.575024 -0.3 -1.5 -0.5
H -0.640989 2.074285 -0.057576 0.4 0.1 -0.3
C -0.335539 -0.027735 -0.606856 -0.5 4.2 3.7


23
Properties=species:S:1:pos:R:3:forces:R:3 method="wB97M-V/def2-TZVPD" total_energy_ha=-3165.09690 spin_multiplicity=1
Br -0.175482 2.842888 2.624642 -0.1 0.0 0.0
C -1.634487 1.516484 2.448362 -1.6 2.2 1.3
H -2.003089 -2.504946 1.184797 0.4 -1.8 -0.2
H -2.526724 -0.259932 0.885045 -1.8 -0.2 -0.9
H -2.304071 2.010399 1.688683 0.5 -0.8 0.8
O 2.185406 0.211612 -1.450280 -0.7 -0.7 0.6
C 1.061402 -0.528617 -1.271750 0.0 -0.5 2.6
H -0.033236 0.050493 2.391790 -0.3 0.0 0.2
O -0.179223 1.322007 -1.931593 0.7 0.6 0.8
C -1.040402 0.253865 2.017294 1.8 -0.7 0.7
C -1.159456 -1.942381 0.829107 -0.6 0.7 0.3
H 3.472775 1.401918 -2.457203 -1.0 -0.7 -0.1
C 2.362678 1.204764 -2.432093 2.5 0.1 -1.1
H 2.033561 -1.872477 0.121964 -1.4 0.7 -1.3
C -1.604241 -0.619844 1.215392 0.9 1.3 -0.4
H 0.130821 -3.464781 0.198974 -0.3 1.0 -0.2
C -0.061054 -2.362106 0.215829 -0.2 -1.2 -0.1
C 1.026554 -1.570653 -0.358663 1.9 1.3 -0.4
H 1.974023 2.165810 -2.282961 -1.1 1.1 1.2
O -1.165949 -0.525088 -2.009027 -0.2 -1.4 0.6
H 2.006599 0.973370 -3.419940 0.0 -0.8 -0.4
N -0.197511 0.129771 -1.710268 -0.4 0.2 -1.7
H -2.168893 1.567445 3.501899 1.2 -0.5 -2.2


Copy entry 2 word for word.
23
Properties=species:S:1:pos:R:3:forces:R:3 method="wB97M-V/def2-TZVPD" total_energy_ha=-3165.09690 spin_multiplicity=1
Br -0.175482 2.842888 2.624642 -0.1 0.0 0.0
C -1.634487 1.516484 2.448362 -1.6 2.2 1.3
H -2.003089 -2.504946 1.184797 0.4 -1.8 -0.2
H -2.526724 -0.259932 0.885045 -1.8 -0.2 -0.9
H -2.304071 2.010399 1.688683 0.5 -0.8 0.8
O 2.185406 0.211612 -1.450280 -0.7 -0.7 0.6
C 1.061402 -0.528617 -1.271750 0.0 -0.5 2.6
H -0.033236 0.050493 2.391790 -0.3 0.0 0.2
O -0.179223 1.322007 -1.931593 0.7 0.6 0.8
C -1.040402 0.253865 2.017294 1.8 -0.7 0.7
C -1.159456 -1.942381 0.829107 -0.6 0.7 0.3
H 3.472775 1.401918 -2.457203 -1.0 -0.7 -0.1
C 2.362678 1.204764 -2.432093 2.5 0.1 -1.1
H 2.033561 -1.872477 0.121964 -1.4 0.7 -1.3
C -1.604241 -0.619844 1.215392 0.9 1.3 -0.4
H 0.130821 -3.464781 0.198974 -0.3 1.0 -0.2
C -0.061054 -2.362106 0.215829 -0.2 -1.2 -0.1
C 1.026554 -1.570653 -0.358663 1.9 1.3 -0.4
H 1.974023 2.165810 -2.282961 -1.1 1.1 1.2
O -1.165949 -0.525088 -2.009027 -0.2 -1.4 0.6
H 2.006599 0.973370 -3.419940 0.0 -0.8 -0.4
N -0.197511 0.129771 -1.710268 -0.4 0.2 -1.7
H -2.168893 1.567445 3.501899 1.2 -0.5 -2.2


Copy entry 2 word for word.
23
Properties=species:S:1:pos:R:3:forces:R:3 method="wB97M-V/def2-TZVPD" total_energy_ha=-3165.09690 spin_multiplicity=1
Br -0.175482 2.842888 2.624642 -0.1 0.0 0.0
C -1.634487 1.516484 2.448362 -1.6 2.2 1.3
H -2.003089 -2.504946 1.184797 0.4 -1.8 -0.2
H -2.526724 -0.259932 0.885045 -1.8 -0.2 -0.9
H -2.304071 2.010399 1.688683 0.5 -0.8 0.8
O 2.185406 0.211612 -1.450280 -0.7 -0.7 0.6
C 1.061402 -0.528617 -1.271750 0.0 -0.5 2.6
H -0.033236 0.050493 2.391790 -0.3 0.0 0.2
O -0.179223 1.322007 -1.931593 0.7 0.6 0.8
C -1.040402 0.253865 2.017294 1.8 -0.7 0.7
C -1.159456 -1.942381 0.829107 -0.6 0.7 0.3
H 3.472775 1.401918 -2.457203 -1.0 -0.7 -0.1
C 2.362678 1.204764 -2.432093 2.5 0.1 -1.1
H 2.033561 -1.872477 0.121964 -1.4 0.7 -1.3
C -1.604241 -0.619844 1.215392 0.9 1.3 -0.4
H 0.130821 -3.464781 0.198974 -0.3 1.0 -0.2
C -0.061054 -2.362106 0.215829 -0.2 -1.2 -0.1
C 1.026554 -1.570653 -0.358663 1.9 1.3 -0.4
H 1.974023 2.165810 -2.282961 -1.1 1.1 1.2
O -1.165949 -0.525088 -2.009027 -0.2 -1.4 0.6
H 2.006599 0.973370 -3.419940 0.0 -0.8 -0.4
N -0.197511 0.129771 -1.710268 -0.4 0.2 -1.7
H -2.168893 1.567445 3.501899 1.2 -0.5 -2.2